#one
Molecular formula: C4H6N4S
Method: DFT, ωB97M-V/def2-TZVPD

Atoms and positions in Å:
H: 0.7848 -0.5575 2.3460
H: -0.8566 0.7042 -1.1816
N: -0.9598 2.8050 -1.3583
N: -0.4455 1.5779 -0.9359
H: 0.7274 -3.9013 -0.2055
H: -0.0965 -1.7343 -1.4982
H: -1.9735 2.8673 -1.2706
C: 0.2760 -0.6900 0.3800
H: -0.6718 3.5513 -0.6939
C: 0.6300 -2.8487 0.1853
N: 0.9752 -2.5170 1.4130
C: 0.1034 1.3484 0.2579
S: 0.5456 2.2596 1.5254
C: 0.1666 -1.6819 -0.5148
N: 0.7949 -1.1830 1.5511

For the HOMO energy, the calculation gives -0.3339 hartree.

---

#two
Molecular formula: C4H6N4S
Method: DFT, ωB97M-V/def2-TZVPD

Atoms and positions in Å:
C: -0.7328 -0.9224 -0.5397
C: 0.7073 0.6523 0.6008
H: 0.8769 -0.0437 -1.7019
N: 1.4222 0.0924 2.6009
H: -0.3324 -1.7745 -0.0628
N: 1.1320 -0.3953 1.5046
N: 1.1940 1.4869 2.5045
H: -1.3673 -0.1544 -2.4720
C: -0.7273 0.2815 0.2338
H: -1.3739 1.0648 -0.3422
C: -1.1274 -1.0830 -1.8022
H: -1.2369 0.3398 1.2401
N: 0.8632 1.8181 1.3969
H: -1.1234 -2.0103 -2.2472
S: 1.8259 0.6480 -0.9135

For the HOMO energy, the calculation gives -0.3644 hartree. Its structure (SMILES) is C=CCC1(S)N=NN=N1.

---

Relative to the most stable structure, the computed energies are #one 0.0000; #two 0.0135, all in hartree.

---

#one
Molecular formula: H2NO5PS
Method: DFT, ωB97M-V/def2-TZVPD

Atoms and positions in Å:
O: -3.5071 -0.5499 -0.0896
O: -2.8343 1.6967 -1.0223
O: -3.3383 3.1425 2.0279
N: 0.9773 -0.8106 -0.3185
O: -5.2597 1.7925 1.3461
H: 0.0410 -0.6168 -0.6900
O: -3.7240 0.9786 3.0888
S: -3.8989 1.8003 1.8918
P: -2.8513 0.7677 0.1431
H: 1.0323 -0.1966 0.5029

For the HOMO energy (alpha / beta), the calculation gives -0.0479 / 0.0440 hartree. The net charge is -2.

---

#two
Molecular formula: H2NO5PS
Method: DFT, ωB97M-V/def2-TZVPD

Atoms and positions in Å:
H: 0.6902 0.4818 -0.6868
O: -5.1737 0.0480 -1.5952
O: -5.3050 -1.2793 0.4425
O: -5.4191 1.1671 0.5753
P: -2.6812 0.3020 0.2073
N: 1.1371 0.2078 0.1923
S: -4.9190 0.0008 -0.1541
O: -2.3450 1.6549 -0.3156
O: -2.4745 0.1004 1.6689
H: 0.3440 0.1022 0.8284

For the HOMO energy (alpha / beta), the calculation gives -0.0395 / 0.0376 hartree. The net charge is -2.

---

Relative to the most stable structure, the computed energies are #one 0.0038; #two 0.0000, all in hartree.